Run w
C2H4O2 | wB97M-V/def2-TZVPD

Element x y z (Å)
1 C 0.26 0.42 0.41
2 C -0.93 -0.28 -0.13
3 O 2.66 0.08 -0.21
4 O 1.32 -0.03 -0.25
5 H 0.27 1.20 1.15
6 H -1.58 0.49 -0.57
7 H -1.53 -0.91 0.60
8 H -0.48 -0.97 -1.00

The spin multiplicity is 1. The value obtained for the HOMO-LUMO gap (spin up / spin down) is 8.85 / 8.85 eV.

***

Run x
C2H4O2 | wB97M-V/def2-TZVPD

Element x y z (Å)
1 C 0.85 0.12 -0.22
2 C -0.03 -0.17 0.97
3 H -0.68 -0.12 -1.45
4 H 1.22 1.16 -0.01
5 H 1.80 -0.60 -0.02
6 H 0.36 -0.61 1.97
7 O 0.29 0.06 -1.42
8 O -1.24 0.00 0.79

The SMILES is O=CCO. The spin multiplicity is 1. The value obtained for the HOMO-LUMO gap is 11.08 eV.

***

Which of them is least stable? Easy: run w.

***

Run w
C2H4O2 | wB97M-V/def2-TZVPD

Element x y z (Å)
1 C 0.99 -0.28 0.01
2 C -1.22 0.48 -0.03
3 H 0.69 -1.00 -0.77
4 H 1.95 0.11 -0.24
5 H 1.16 -0.86 0.92
6 H -1.81 1.50 0.24
7 O 0.01 0.66 -0.09
8 O -1.78 -0.61 -0.04

The SMILES is COC=O. The spin multiplicity is 1. The value obtained for the HOMO-LUMO gap is 11.46 eV.

***

Run x
C2H4O2 | wB97M-V/def2-TZVPD

Element x y z (Å)
1 O -1.26 -1.36 -0.18
2 O 0.52 -0.67 -1.47
3 C -0.32 -0.61 -0.40
4 C -0.07 0.45 0.67
5 H 1.14 0.07 -1.44
6 H -0.71 1.31 0.55
7 H -0.27 0.03 1.65
8 H 0.98 0.78 0.61

The SMILES is CC(=O)O. The spin multiplicity is 1. The value obtained for the HOMO-LUMO gap is 10.96 eV.

***

Which of them is least stable? Easy: run w.

***

Run w
C5H15NO | wB97M-V/def2-TZVPD

Element x y z (Å)
1 C -0.93 -0.79 -0.83
2 N -0.15 -1.30 0.30
3 C -0.38 -0.50 1.48
4 C 0.68 0.64 1.60
5 C -0.18 -2.73 0.52
6 C -0.45 -1.34 -2.19
7 H -0.82 0.29 -0.79
8 H -1.98 -1.09 -0.73
9 H -0.15 -1.10 2.36
10 H -1.39 -0.10 1.58
11 H 0.23 1.60 1.36
12 H 1.03 0.70 2.63
13 H 1.49 0.59 0.87
14 H -0.44 -3.27 -0.39
15 H -0.80 -2.99 1.37
16 H 0.83 -3.01 0.84
17 H -1.32 -1.67 -2.77
18 H -0.10 -0.53 -2.81
19 H 0.26 -2.17 -2.19
20 H 0.24 4.82 -0.74
21 H 1.25 5.87 -0.39
22 O 1.20 4.97 -0.72

The spin multiplicity is 2. The charge is +1. The value obtained for the HOMO-LUMO gap (spin up / spin down) is 11.18 / 6.47 eV. The expectation value of S² is 0.754.

***

Run x
C5H15NO | wB97M-V/def2-TZVPD

Element x y z (Å)
1 C 0.55 -2.22 -1.03
2 C 0.16 -0.95 -0.19
3 C 0.78 0.31 -0.79
4 C 0.48 1.59 -0.05
5 C -0.87 2.21 -0.42
6 N 0.71 -1.12 1.15
7 H 0.44 -2.01 -2.09
8 H -0.07 -3.07 -0.73
9 H 1.56 -2.54 -0.79
10 H -0.93 -0.94 -0.17
11 H 0.53 0.49 -1.84
12 H 1.85 0.05 -0.81
13 H 1.24 2.35 -0.26
14 H 0.52 1.44 1.04
15 H -1.51 1.43 -0.86
16 H -0.77 2.96 -1.20
17 H -1.41 2.65 0.41
18 H 0.83 -2.06 1.54
19 H 1.64 -0.69 1.14
20 H -1.58 0.65 1.60
21 H -2.00 -0.74 2.14
22 O -2.17 0.19 2.22

The spin multiplicity is 2. The charge is +1. The value obtained for the HOMO-LUMO gap (spin up / spin down) is 11.71 / 6.11 eV. The expectation value of S² is 0.754.

***

Run y
C5H15NO | wB97M-V/def2-TZVPD

Element x y z (Å)
1 C 1.02 0.79 -0.16
2 N -0.42 0.91 -0.16
3 C -1.22 0.03 0.73
4 C -1.37 -1.45 0.36
5 C -0.85 2.29 -0.01
6 C 1.40 0.18 -1.61
7 H 1.32 0.12 0.65
8 H 1.62 1.69 -0.15
9 H -2.22 0.48 0.62
10 H -1.11 0.09 1.81
11 H -0.71 -1.88 -0.39
12 H -1.09 -1.97 1.28
13 H -2.38 -1.68 0.04
14 H -1.63 2.52 0.72
15 H -1.28 2.61 -0.97
16 H -0.10 3.05 0.23
17 H 2.46 -0.02 -1.65
18 H 0.73 -0.55 -2.02
19 H 1.21 1.10 -2.18
20 H 0.91 -2.77 1.42
21 H 1.97 -2.47 0.35
22 O 1.76 -3.06 1.10

The spin multiplicity is 2. The charge is +1. The value obtained for the HOMO-LUMO gap (spin up / spin down) is 11.82 / 6.89 eV. The expectation value of S² is 0.754.

***

Which of them is least stable? Easy: run y.

***

Run w
C6H8NO | wB97M-V/def2-TZVPD

Element x y z (Å)
1 C -0.62 0.08 -1.65
2 C -1.64 -0.77 -1.06
3 C 0.47 0.53 -0.77
4 C -1.72 -1.13 0.21
5 C 0.64 0.31 0.59
6 C 1.82 0.84 1.31
7 N -0.32 -0.50 1.28
8 O -0.21 -0.88 2.41
9 H -0.10 -0.36 -2.48
10 H -1.09 0.98 -2.17
11 H -2.71 -0.97 -1.40
12 H 1.30 0.82 -1.40
13 H -2.41 -1.69 0.73
14 H 1.76 1.00 2.33
15 H 2.17 1.60 0.69
16 H 2.65 0.15 1.38

The spin multiplicity is 1. The charge is +1. The value obtained for the HOMO-LUMO gap is 8.51 eV.

***

Run x
C6H8NO | wB97M-V/def2-TZVPD

Element x y z (Å)
1 C -1.17 -1.51 0.33
2 C -0.03 -1.90 -0.30
3 C -1.49 -0.21 -0.25
4 C 0.42 -0.65 -1.02
5 C -0.10 0.75 0.83
6 C 1.02 0.32 0.12
7 N 0.45 1.62 -0.21
8 O -0.78 0.03 -1.38
9 H -1.87 -1.85 1.09
10 H 0.75 -2.69 0.00
11 H -2.48 0.21 -0.40
12 H 1.10 -0.73 -1.78
13 H -0.29 1.04 1.87
14 H 1.97 0.15 0.45
15 H -0.04 1.79 -1.19
16 H 0.86 2.42 0.23

The spin multiplicity is 1. The charge is +1. The value obtained for the HOMO-LUMO gap is 10.55 eV.

***

Which of them is least stable? Easy: run w.

***

Run w
C6H8NO | wB97M-V/def2-TZVPD

Element x y z (Å)
1 C -0.39 -1.76 -0.63
2 C 0.52 1.25 0.27
3 C -0.68 0.90 0.13
4 C 1.79 0.75 -0.43
5 C 1.91 -0.81 -0.19
6 C -2.79 -0.18 0.52
7 N 0.72 -1.38 -0.52
8 O -1.87 0.80 -0.12
9 H 0.54 2.07 0.94
10 H 1.67 0.69 -1.45
11 H 2.63 1.34 -0.13
12 H 2.75 -1.10 -0.89
13 H 2.34 -1.32 0.70
14 H -3.53 -0.52 -0.33
15 H -3.42 0.36 1.29
16 H -2.19 -1.08 0.84

The spin multiplicity is 1. The charge is +1. The value obtained for the HOMO-LUMO gap is 10.79 eV.

***

Run x
C6H8NO | wB97M-V/def2-TZVPD

Element x y z (Å)
1 C -0.86 -0.51 -1.50
2 C -0.27 0.67 -1.66
3 C -1.04 -0.67 0.00
4 C -0.08 1.21 -0.24
5 C 0.40 -0.97 0.51
6 C 1.06 0.34 0.34
7 N 0.71 -0.14 1.68
8 O -1.20 0.66 0.44
9 H -1.17 -1.23 -2.23
10 H 0.04 1.17 -2.55
11 H -1.83 -1.32 0.36
12 H -0.01 2.28 -0.11
13 H 0.85 -1.94 0.42
14 H 2.09 0.52 0.10
15 H -0.12 0.33 2.08
16 H 1.42 -0.41 2.36

The SMILES is C1=C[C@H]2O[C@@H]1[C@@H]1[NH2+][C@@H]12. The spin multiplicity is 1. The charge is +1. The value obtained for the HOMO-LUMO gap is 11.10 eV.

***

Which of them is least stable? Easy: run w.